Entry 1:
The following is a quantum chemistry calculation of C4H6OS in the gas phase, from the OMol25 dataset.

Each line ends with the Löwdin charge.
Geometry (Å):
1 H 0.42 2.36 0.93  0.045
2 H 0.49 -2.33 -1.00  0.068
3 H 1.52 1.92 -0.14  0.109
4 C 0.55 -1.92 -0.02  -0.087
5 S -1.91 0.06 0.43  0.937
6 H -0.03 2.50 -0.67  0.040
7 C -0.12 -0.67 0.25  -0.280
8 O -2.65 0.07 -0.84  -0.578
9 C -0.25 0.65 0.15  -0.413
10 C 0.42 1.94 0.02  -0.051
11 H 1.57 -1.80 0.29  0.070
12 H -0.02 -2.79 0.60  0.138

Net charge: 0
DFT total energy, Eh: -629.32143
E_LUMO, hartree: 0.0271
Gap between HOMO and LUMO, Ha: 0.3524
Energy above the lowest of the compared OMol25 structures with the same formula, charge and spin, kJ/mol: 330.1

***

Entry 2:
The following is a quantum chemistry calculation of C4H6OS in the gas phase, from the OMol25 dataset.

Each line ends with the Löwdin charge.
Geometry (Å):
1 H 1.78 -1.33 1.16  0.081
2 C 1.53 0.35 -0.12  -0.229
3 C -0.51 0.76 -1.18  -0.305
4 H 2.54 0.69 -0.10  0.115
5 O 0.78 1.14 -0.91  -0.088
6 S -0.64 -1.05 0.80  0.863
7 C 1.07 -0.69 0.57  -0.410
8 H -0.98 1.68 -1.62  0.137
9 H -2.34 0.33 -0.16  0.084
10 H -1.20 1.31 0.84  0.119
11 H -0.70 -0.06 -1.92  0.141
12 C -1.27 0.43 0.09  -0.508

Net charge: 0
DFT total energy, Eh: -629.39784
E_LUMO, hartree: 0.0318
SMILES: C1=CSCCO1
Gap between HOMO and LUMO, Ha: 0.3224
Energy above the lowest of the compared OMol25 structures with the same formula, charge and spin, kJ/mol: 129.5

***

Entry 3:
The following is a quantum chemistry calculation of C4H6OS in the gas phase, from the OMol25 dataset.

Each line ends with the Löwdin charge.
Geometry (Å):
1 C 0.96 0.74 -0.20  -0.108
2 H 1.14 -1.07 -1.35  0.107
3 C 1.42 -0.67 -0.39  -0.074
4 H 0.38 -0.50 1.59  0.149
5 S -3.63 -0.16 -0.16  0.673
6 C 0.24 -0.35 0.53  -0.287
7 H 2.34 -1.00 0.05  0.101
8 H 1.54 1.47 0.34  0.104
9 O -1.03 -0.76 0.03  -0.100
10 H -1.73 1.07 0.49  0.072
11 H 0.41 1.13 -1.06  0.113
12 C -2.05 0.09 0.13  -0.750

Net charge: 0
DFT total energy, Eh: -629.37413
E_LUMO, hartree: 0.0164
SMILES: S=COC1CC1
Gap between HOMO and LUMO, Ha: 0.3408
Energy above the lowest of the compared OMol25 structures with the same formula, charge and spin, kJ/mol: 191.8

***

Entry 4:
The following is a quantum chemistry calculation of C4H6OS in the gas phase, from the OMol25 dataset.

Each line ends with the Löwdin charge.
Geometry (Å):
1 O -2.03 -0.07 -0.01  0.028
2 C -0.76 0.65 0.40  -0.294
3 H 0.37 -1.62 1.17  0.040
4 H 0.32 1.68 -1.22  0.097
5 C 0.45 1.37 -0.14  -0.384
6 H 0.85 2.21 0.49  0.082
7 C -0.77 -0.60 -0.36  -0.404
8 H 0.82 -2.20 -0.53  0.092
9 H -0.64 -0.46 -1.45  0.148
10 H -0.73 0.47 1.50  0.153
11 C 0.43 -1.39 0.16  -0.380
12 S 1.70 -0.04 0.00  0.822

Net charge: 0
DFT total energy, Eh: -629.29259
E_LUMO, hartree: 0.0269
SMILES: C1SC[C@H]2O[C@H]12
Gap between HOMO and LUMO, Ha: 0.3593
Energy above the lowest of the compared OMol25 structures with the same formula, charge and spin, kJ/mol: 405.8

***

Entry 5:
The following is a quantum chemistry calculation of a molecular structure, C4H6OS, from the OMol25 dataset.

Each line ends with the Löwdin charge.
Geometry (Å):
1 H 2.37 -1.17 1.08  -0.009
2 C -0.45 -0.04 0.08  -0.025
3 H -2.45 -2.18 0.36  0.341
4 C 2.04 0.59 -0.39  -0.740
5 H -2.88 0.45 1.38  0.195
6 C -2.05 0.26 0.14  -0.320
7 O -2.46 -0.92 -0.61  -0.307
8 H 2.10 1.58 0.38  0.162
9 C 0.72 0.03 -0.25  -0.216
10 S 3.15 -0.64 -0.12  0.702
11 H -2.36 1.32 -0.62  0.176
12 H 2.27 0.73 -1.42  0.042

Net charge: 0
DFT total energy, Eh: -629.07496
E_LUMO, hartree: -0.0429
Gap between HOMO and LUMO, Ha: 0.2859
Energy above the lowest of the compared OMol25 structures with the same formula, charge and spin, kJ/mol: 977.2

***

Entry 6:
The following is a quantum chemistry calculation of C4H6OS in the gas phase, from the OMol25 dataset.

Each line ends with the Löwdin charge.
Geometry (Å):
1 H -1.13 0.51 -1.29  0.110
2 C 1.03 0.08 0.15  -0.646
3 C 2.32 0.27 -0.04  -0.014
4 H 3.03 1.13 0.01  0.075
5 S 0.21 -1.60 -0.11  0.884
6 O 0.16 1.04 0.06  -0.088
7 H -2.37 -1.19 -0.30  0.128
8 C -1.41 -0.79 0.27  -0.451
9 H -1.65 -0.75 1.32  0.054
10 H -1.93 1.32 0.27  0.148
11 C -1.15 0.67 -0.23  -0.257
12 H 2.89 -0.69 -0.11  0.057

Net charge: 0
DFT total energy, Eh: -629.36992
E_LUMO, hartree: 0.0294
SMILES: C=C1OCCS1
Gap between HOMO and LUMO, Ha: 0.3369
Energy above the lowest of the compared OMol25 structures with the same formula, charge and spin, kJ/mol: 202.8

***

Entry 7:
The following is a quantum chemistry calculation of C4H6OS in the gas phase, from the OMol25 dataset.

Each line ends with the Löwdin charge.
Geometry (Å):
1 H 0.07 2.76 0.72  0.088
2 H -0.23 -2.70 -0.23  0.098
3 O -2.48 0.06 -0.85  -0.580
4 H 1.23 -1.93 -0.86  0.076
5 C 0.45 1.90 0.08  -0.096
6 C -0.18 0.58 0.31  -0.353
7 H 0.18 2.24 -1.04  0.127
8 C 0.53 -1.87 -0.04  -0.075
9 C -0.31 -0.72 0.30  -0.437
10 H 1.05 -2.14 0.92  0.095
11 H 1.63 1.83 0.16  0.108
12 S -1.94 -0.01 0.53  0.951

Net charge: 0
DFT total energy, Eh: -629.32481
E_LUMO, hartree: 0.0264
Gap between HOMO and LUMO, Ha: 0.3561
Energy above the lowest of the compared OMol25 structures with the same formula, charge and spin, kJ/mol: 321.3

***

Entry 8:
The following is a quantum chemistry calculation of a molecular structure, C4H6OTm, from the OMol25 dataset.

Each line ends with the Löwdin charge.
Geometry (Å):
1 H 1.40 0.44 1.10  0.154
2 H 0.81 -2.35 -0.83  0.097
3 Tm -3.72 1.95 2.04  1.840
4 H -0.41 2.07 0.18  0.150
5 C 0.43 -1.43 -1.29  0.009
6 C 0.90 -0.21 -0.89  -0.160
7 C 0.53 0.09 0.51  -0.155
8 H 1.92 0.07 -1.16  0.126
9 H 0.01 -1.07 0.64  0.196
10 C -0.53 1.10 0.69  -0.205
11 H 0.20 -1.55 -2.36  0.088
12 O -1.53 0.89 1.38  -0.141

Net charge: +2
DFT total energy, Eh: -1315.56646
E_LUMO (alpha / beta), hartree: -0.3870 / -0.3864
<S²>: 3.756
2S+1: 4
Gap between HOMO and LUMO (alpha / beta), Ha: 0.1083 / 0.2858

***

Entry 9:
The following is a quantum chemistry calculation of a molecular structure, C4H6OYb, from the OMol25 dataset.

Each line ends with the Löwdin charge.
Geometry (Å):
1 O -1.17 1.28 -1.90  -0.342
2 H 1.11 -3.14 0.45  0.083
3 Yb -3.00 2.15 -3.16  1.070
4 H 1.54 -2.87 2.26  0.088
5 C 0.55 -1.32 1.31  0.102
6 H 0.65 1.50 -0.10  0.187
7 H -0.02 1.13 1.42  0.037
8 C 1.08 -2.50 1.34  -0.032
9 H 0.72 1.79 -1.78  0.080
10 C -0.10 0.34 0.67  -0.092
11 C -0.17 1.45 -1.23  -0.213
12 H -1.19 0.19 0.72  0.031

Net charge: +1
DFT total energy, Eh: -1389.28078
E_LUMO (alpha / beta), hartree: -0.1570 / -0.1570
<S²>: 0.750
2S+1: 2
Gap between HOMO and LUMO (alpha / beta), Ha: 0.2023 / 0.2421
Energy above the lowest of the compared OMol25 structures with the same formula, charge and spin, kJ/mol: 411.2

***

Entry 10:
The following is a quantum chemistry calculation of C4H6P2 in the gas phase, from the OMol25 dataset.

Each line ends with the Löwdin charge.
Geometry (Å):
1 C 2.60 0.05 0.26  -0.133
2 H -2.14 -0.38 -1.32  -0.002
3 H -3.24 0.72 -0.54  -0.041
4 H 3.26 0.40 -0.56  0.087
5 P -1.36 -0.04 0.81  0.665
6 H -3.51 -1.03 -0.24  0.092
7 C -2.72 -0.14 -0.45  -0.365
8 P 0.11 1.55 0.15  0.751
9 H 3.00 -1.03 0.39  0.097
10 H 2.81 0.34 1.34  0.091
11 C 0.07 -0.57 -0.12  -0.435
12 C 1.13 0.13 0.28  -0.808

Net charge: 0
DFT total energy, Eh: -838.56249
E_LUMO (alpha / beta), hartree: -0.0059 / -0.0059
SMILES: CC1=C2P(C)#P12
Gap between HOMO and LUMO (alpha / beta), Ha: 0.2720 / 0.2720
Energy above the lowest of the compared OMol25 structures with the same formula, charge and spin, kJ/mol: 245.9

***

Entry 11:
The following is a quantum chemistry calculation of a molecular structure, C4H6P2S, from the OMol25 dataset.

Each line ends with the Löwdin charge.
Geometry (Å):
1 P 0.47 1.08 -0.01  0.827
2 C 2.20 0.90 0.84  -0.185
3 H 3.52 -0.95 0.48  0.112
4 C 2.46 -0.44 0.49  -0.409
5 C 1.54 -1.51 0.18  -0.509
6 H 1.90 -2.48 0.37  0.017
7 H -3.17 0.92 -0.13  -0.177
8 H -0.04 2.25 0.41  -0.060
9 H -3.35 -0.92 0.30  -0.149
10 S -0.15 -1.68 0.06  0.809
11 P -2.56 0.09 0.63  0.670
12 C -1.10 -0.18 -0.42  -0.912
13 H 0.95 1.28 -1.25  -0.036

Net charge: 0
DFT total energy, Eh: -1236.61984
E_LUMO (alpha / beta), hartree: -0.0483 / -0.0448
Gap between HOMO and LUMO (alpha / beta), Ha: 0.2307 / 0.2372
Energy above the lowest of the compared OMol25 structures with the same formula, charge and spin, kJ/mol: 653.4

***

Entry 12:
The following is a quantum chemistry calculation of C4H6S in the gas phase, from the OMol25 dataset.

Each line ends with the Löwdin charge.
Geometry (Å):
1 H 0.09 0.73 -3.16  0.089
2 H 0.13 -0.02 2.27  0.102
3 C -0.37 -0.29 0.13  -0.191
4 C 0.28 1.14 -2.14  -0.385
5 C 0.37 -0.66 1.35  -0.119
6 H -0.02 2.10 -2.11  0.018
7 C 0.21 0.28 -0.91  -0.571
8 S 1.82 0.71 -1.35  0.872
9 H 1.44 -0.42 1.10  0.060
10 H 0.45 -1.71 1.64  0.070
11 H -1.28 -0.67 0.15  0.057

Net charge: 0
DFT total energy, Eh: -554.11131
E_LUMO, hartree: 0.0361
SMILES: C/C=C1/CS1
Gap between HOMO and LUMO, Ha: 0.3416
Energy above the lowest of the compared OMol25 structures with the same formula, charge and spin, kJ/mol: 159.8